No. 1
Here is a molecular structure, C38H38FeIN2OPSi2 from the Open Molecules 2025 dataset. Energies are from wB97M-V/def2-TZVPD.

charge: +1
spin multiplicity: 6
relative energy (zero: lowest compared OMol25 entry of this formula, charge and spin): 54.9 kcal/mol
LUMO level (spin up / spin down): -3.005 / -5.688 eV

Geometry as XYZ:
```
84
C38H38FeIN2OPSi2 wB97M-V/def2-TZVPD
I -0.6954 1.1903 1.9695
Fe -0.0169 0.1654 -0.2574
P 1.9372 1.3797 -0.0746
Si -2.3096 0.4624 -0.8327
Si 0.1844 -0.7305 -2.4942
O 2.8048 -5.3004 2.9402
N 0.4950 -1.7738 0.7669
N 4.0045 -3.4546 2.5113
C 2.0013 4.4921 4.3445
C 2.8537 -4.1693 2.5025
C 3.5476 3.3856 0.6040
C 1.2239 -2.3291 -2.1847
C -3.9289 -0.5543 -2.9514
C 1.5894 -2.2632 1.3404
C -0.6131 -2.5457 0.7347
C 5.5614 -0.2852 0.8346
C 5.8781 -0.9800 -0.3230
C -1.5846 -1.0731 -3.1266
C -3.5347 -0.3059 0.4472
C 1.8348 2.4258 -1.5793
C -2.6410 -0.4746 -2.4473
C 0.6551 2.5629 2.9150
C 2.4867 4.1068 3.0802
C 4.1377 4.3949 1.3141
C 0.4185 4.0428 -2.6719
C 3.6260 4.7442 2.5562
C -3.1285 -1.8653 -4.7915
C 4.3731 0.4171 0.9121
C -4.1747 -1.2459 -4.1243
C 1.8191 3.0763 2.3198
C 1.4332 4.3068 -3.5819
C -1.8366 -1.7736 -4.2992
C 5.0076 -0.9697 -1.4020
C 2.4046 2.6934 1.0840
C 0.8590 3.9274 4.8888
C 1.6507 -3.5294 1.9018
C 0.6268 3.1130 -1.6743
C 0.4771 -4.3143 1.8853
C 1.0128 0.2325 -3.9483
C 0.1799 2.9681 4.1720
C 2.6344 3.6217 -3.4972
C 3.5188 0.4742 -0.1875
C -2.8072 2.3043 -1.0878
C 2.8437 2.6813 -2.5010
C 3.8327 -0.2432 -1.3379
C -0.6602 -3.8094 1.2949
H -3.2788 -0.0765 1.4777
H 3.7928 2.1661 -2.4422
H 1.2858 5.0525 -4.3472
H 6.2362 -0.2835 1.6772
H 0.5153 -5.2918 2.3358
H 4.1148 0.9500 1.8180
H 2.4414 -1.5947 1.3316
H -1.4714 -2.1163 0.2359
H 0.4051 1.0728 -4.2712
H 2.0088 0.6147 -3.7473
H 2.0021 -2.1845 -1.4426
H -4.5318 0.0877 0.2691
H 3.1511 -0.2229 -2.1746
H -4.7314 -0.0520 -2.4359
H -2.3427 2.7400 -1.9668
H -1.0266 -2.2437 -4.8347
H -1.5729 -4.3811 1.2605
H 6.8065 -1.5224 -0.3850
H -3.8815 2.3510 -1.2412
H -2.5745 2.9219 -0.2261
H 1.0989 -0.4545 -4.7863
H 4.8061 -3.8904 2.9355
H 2.5429 5.2473 4.8930
H 3.9627 3.1058 -0.3506
H -3.5989 -1.3863 0.3533
H 4.0979 5.5252 3.1299
H 3.4214 3.8214 -4.2102
H 0.4958 4.2440 5.8544
H -5.1774 -1.2888 -4.5235
H 5.0001 4.8997 0.9080
H 4.0748 -2.5001 2.2158
H -3.3172 -2.4076 -5.7072
H -0.5268 4.5625 -2.7292
H -0.7240 2.5309 4.5647
H -0.1323 2.9234 -0.9195
H 0.5993 -3.1486 -1.8482
H 5.2504 -1.5317 -2.2925
H 1.7030 -2.6311 -3.1109
```

Atom charges from the Mulliken analysis, given in e for atoms 1 to 2:
1 I 0.13
2 Fe 0.09

=====

No. 2
Here is a molecular structure, C38H38InN5O4 from the Open Molecules 2025 dataset. Energies are from wB97M-V/def2-TZVPD.

LUMO level: 0.203 eV

Geometry as XYZ:
```
86
C38H38InN5O4 wB97M-V/def2-TZVPD
In 0.7948 -0.5949 0.9819
O -0.1265 -2.1433 2.0601
O 2.6117 -1.8184 0.9389
O -0.5508 0.9201 1.4869
O 1.0062 -0.4602 -1.3121
N 2.4348 0.9455 1.2038
N -2.4034 -1.5107 0.6120
N -0.9074 2.4141 -1.3667
N 1.4647 4.8408 -0.5245
N -1.2849 -0.6675 -0.0333
C -2.4668 -0.6377 -2.1880
C -1.3223 -0.6171 -1.4117
C -4.1953 -3.8171 -0.2282
C -2.0504 2.5378 -0.8075
C -0.0789 -0.6453 -2.0610
C 4.9672 -0.5241 3.3716
C -0.6790 3.1644 -2.5264
C 2.9296 2.7346 -0.3509
C -4.5721 0.9600 1.5397
C 2.8337 4.2641 -0.5107
C -0.9193 -3.0963 1.6769
C -3.6338 -6.3108 0.8059
C 4.4668 -2.8484 1.9703
C 1.3618 5.9794 0.4518
C -2.5935 -0.5731 1.7335
C -1.6635 0.5127 0.9812
C 2.3777 -0.7889 -1.9056
C 5.8597 -1.5847 3.4732
C -0.6732 -4.4317 2.0572
C -4.7672 -6.1277 0.1198
C 5.5429 -2.7551 2.7650
C -4.0090 -0.1763 1.9744
C 3.2895 0.7228 2.1318
C -1.4972 -5.4444 1.7531
C -2.6453 -5.2331 0.9899
C -2.5441 1.6252 0.3182
C 3.8918 -0.5642 2.4572
C -5.0306 -4.8351 -0.4485
C 2.1326 2.3269 0.8758
C 3.5868 -1.7562 1.7702
C -3.8119 1.8119 0.6435
C -0.0510 -0.7271 -3.4213
C 0.9317 5.1192 -1.8775
C -1.1955 -0.6741 -4.1731
C -2.9579 -3.9319 0.5453
C -2.1047 -2.8791 0.9097
C 0.6633 3.8054 -2.6554
C -2.4403 -0.5728 -3.5924
H -1.3447 3.9961 -2.6550
H 2.3277 -1.8279 -2.3118
H 0.4591 6.5593 0.3229
H 1.6749 5.6895 -2.4777
H 6.3404 -3.4989 2.8151
H 3.2938 4.7403 0.3868
H 1.3969 5.5812 1.4583
H 0.9112 -0.7459 -3.9570
H -0.9010 2.4269 -3.3480
H 0.9034 4.0008 -3.7323
H -3.4660 -7.2040 1.3594
H 0.0078 5.7677 -1.7628
H -2.7881 3.2998 -1.2661
H 1.0886 2.4195 0.5733
H 0.2497 -4.6166 2.5054
H -4.3706 2.5696 0.1291
H 3.9878 2.4911 -0.1548
H -5.6126 1.2134 1.7967
H 6.6664 -1.5133 4.0822
H -1.1916 -6.4640 2.1007
H 3.4447 4.6360 -1.4158
H -1.0090 -0.7278 -5.2355
H 1.4408 3.1259 -2.4015
H 2.5911 2.1743 -1.2639
H -2.1794 -0.8702 2.6768
H -5.4303 -6.9031 -0.0921
H -4.7073 -0.9105 2.4345
H 3.0320 -0.6123 -1.0431
H 3.8654 1.5742 2.4922
H -3.2927 -0.4994 -4.2244
H -4.5304 -2.8350 -0.6756
H 2.2525 6.6555 0.3746
H 2.2728 3.0308 1.6570
H 5.2660 0.5040 3.7112
H 4.2168 -3.7407 1.4050
H 2.5427 -0.0978 -2.7366
H -5.9582 -4.7466 -1.0453
H -3.4218 -0.5794 -1.6857
```

Atom charges from the Mulliken analysis, given in e for atoms 1 to 2:
1 In 2.68
2 O -0.78

=====

No. 3
Here is a molecular structure, C38H38N6O3Pt from the Open Molecules 2025 dataset. Energies are from wB97M-V/def2-TZVPD.

relative energy (zero: lowest compared OMol25 entry of this formula, charge and spin): 37.8 kcal/mol
LUMO level: 0.172 eV

Geometry as XYZ:
```
86
C38H38N6O3Pt wB97M-V/def2-TZVPD
Pt 0.2879 -0.1343 0.4788
O -0.2449 1.1207 1.9536
O 0.3723 -1.6837 -0.7968
O 0.4198 -1.9146 1.7590
N 2.5649 -1.5917 1.1346
N 2.4613 1.4687 3.9941
N 1.7582 -3.7422 1.5155
N 0.5752 1.3300 -0.9302
N 4.6863 -1.1331 0.4617
N 2.9622 1.1519 2.6818
C -0.2133 3.5050 -1.5524
C -3.7519 4.0720 0.2967
C 1.7196 -5.3229 -3.6494
C 0.4013 -4.9841 -3.8968
C -1.6826 3.2204 5.2779
C -3.6189 -1.6404 -1.8740
C 1.0383 -0.3792 -2.6451
C 0.2419 4.1046 3.4979
C -1.9887 2.6023 1.0617
C -0.6501 3.1212 3.0957
C 0.1009 1.8515 -3.2168
C -2.5620 3.8709 0.9758
C 0.4483 3.0531 0.8035
C 2.9775 -4.2385 1.1694
C -4.3979 2.9973 -0.3056
C 0.2575 2.6059 -0.6080
C 3.7485 -2.0344 0.8121
C -2.6547 1.5330 0.4821
C 2.5354 -4.4251 -2.9686
C 0.1725 -1.5533 -2.1531
C -1.3050 -1.3499 -2.4943
C 0.6954 -2.8605 -2.7782
C -0.6139 2.4358 1.7277
C 0.1699 4.6541 4.7764
C -1.6093 2.6810 4.0077
C -0.3171 3.1206 -2.8699
C -4.0263 -1.1465 -3.1051
C -1.7227 -0.8677 -3.7301
C -3.8498 1.7294 -0.2017
C 0.6263 -4.6108 1.8211
C 4.0166 -3.4435 0.8229
C -0.1059 -3.7623 -3.4628
C 2.0245 -3.2146 -2.5367
C 0.5314 0.9720 -2.2391
C -0.7938 4.2185 5.6669
C 1.5482 -2.3850 1.4703
C -3.0721 -0.7564 -4.0342
C -2.2681 -1.7361 -1.5695
H 2.6614 -2.5391 -1.9790
H 1.8150 2.2418 3.8808
H 1.0214 4.4501 2.8313
H 0.1152 1.5308 -4.2477
H -2.4333 2.8635 5.9713
H -1.1415 -3.5221 -3.6643
H 0.4387 4.1434 0.8199
H -4.1787 5.0653 0.2393
H -2.2326 0.5382 0.5600
H -5.0799 -1.0665 -3.3400
H -4.3464 0.8821 -0.6583
H 1.0003 -5.6171 1.9928
H -0.4881 4.4976 -1.2274
H -1.9361 -2.1144 -0.6115
H 2.2285 0.7371 2.1057
H 2.1105 -6.2767 -3.9791
H 3.6629 0.4310 2.8092
H -2.0705 4.7118 1.4533
H 3.5694 -4.6761 -2.7669
H 0.8772 5.4187 5.0703
H 1.8899 0.6944 4.3287
H -5.3256 3.1493 -0.8422
H -4.3559 -1.9556 -1.1458
H 1.4176 2.6999 1.1648
H -0.0757 -4.6049 0.9885
H 5.6218 -1.4096 0.2316
H 3.0594 -5.3162 1.1914
H 0.1188 -4.2422 2.7083
H -0.6838 3.8077 -3.6209
H -0.8577 4.6499 6.6572
H 1.1847 -0.3899 -3.7262
H 2.0118 -0.5281 -2.1730
H -3.3783 -0.3696 -4.9977
H 4.9723 -3.8635 0.5514
H -2.2939 1.8976 3.7069
H -0.9910 -0.5984 -4.4825
H 4.4457 -0.1556 0.4950
H -0.2465 -5.6736 -4.4219
```

Atom charges from the Mulliken analysis, given in e for atoms 1 to 2:
1 Pt 2.08
2 O -0.72

=====

Calculated total energy / Ha: -4137.08178 -2235.56978 -2144.43328